Entry 1:
A molecular structure, C2H7NO2S2, computed with ωB97M-V with the def2-TZVPD basis set.

The geometry in XYZ format:
```
14
Properties=species:S:1:pos:R:3
H 0.832 -1.386 -2.403
C 0.823 -0.332 -2.496
H 2.398 -0.041 -3.668
H 0.114 0.210 -1.909
H -2.378 0.352 2.480
N 1.627 0.369 -3.153
H -1.013 -0.206 3.554
C -1.306 0.225 2.575
S 2.392 2.220 -2.054
O 3.587 1.438 -1.768
H -0.182 -0.382 0.477
O 1.467 2.248 -0.952
H -0.684 1.076 2.281
S -1.155 -1.115 1.345
```

E_LUMO (alpha / beta) in Eh: 0.0097 / -0.1036
Energy above the lowest of the compared OMol25 structures with the same formula, charge and spin in kcal per mole: 51.1
Maximum force in eV Å⁻¹: 2.6
Gap between HOMO and LUMO (alpha / beta) in Ha: 0.184 / 0.263
Spin multiplicity: 3
E in Ha: -1081.7830
HOMO level (alpha / beta) in eV: -4.8 / -10.0
Net charge: 0

---

Entry 2:
C2H7NO2Si in the gas phase, computed with ωB97M-V with the def2-TZVPD basis set.

The geometry in XYZ format:
```
13
Properties=species:S:1:pos:R:3
Si 0.630 -1.517 -0.330
H -1.461 -0.471 0.439
N 0.117 0.700 1.400
O 1.295 0.953 1.356
H 0.221 -2.164 -1.524
C -0.539 1.135 -0.793
O -0.645 1.016 2.244
C -0.362 -0.030 0.178
H 0.455 1.547 -1.021
H -1.115 0.910 -1.814
H -1.029 1.947 -0.432
H 0.302 -2.727 0.470
H 2.131 -1.299 -0.172
```

E_LUMO in Eh: 0.0167
Energy above the lowest of the compared OMol25 structures with the same formula, charge and spin in kcal per mole: 137.1
Maximum force in eV Å⁻¹: 4.6
Gap between HOMO and LUMO in Ha: 0.426
E in Ha: -574.9776
HOMO level in eV: -11.1
Net charge: 0
Structure (SMILES): C[C@@H]([SiH3])[N+](=O)[O-]

---

Entry 3:
A molecular structure, C2H7NO2Si, computed with ωB97M-V with the def2-TZVPD basis set.

The geometry in XYZ format:
```
13
Properties=species:S:1:pos:R:3
H 1.820 -1.300 2.618
H -0.469 -4.250 -1.312
H -0.070 -3.648 -0.956
Si 1.188 -0.021 0.528
H 0.871 2.174 -0.349
C 1.330 -1.539 1.706
H -0.404 1.823 1.089
H 0.401 -1.903 2.095
O 2.958 1.069 -1.185
N 2.734 0.234 -0.310
C 0.521 1.575 0.494
H 2.048 -2.157 1.159
O 3.603 -0.584 -0.015
```

E_LUMO (alpha / beta) in Eh: 0.0014 / -0.0993
Energy above the lowest of the compared OMol25 structures with the same formula, charge and spin in kcal per mole: 158.4
Maximum force in eV Å⁻¹: 4.2
Gap between HOMO and LUMO (alpha / beta) in Ha: 0.256 / 0.284
Spin multiplicity: 3
E in Ha: -574.8596
HOMO level (alpha / beta) in eV: -6.9 / -10.4
Net charge: 0

---

Entry 4:
2 unconnected molecules or ions with the total composition C2H7NO3, computed with ωB97M-V with the def2-TZVPD basis set.

The geometry in XYZ format:
```
13
Properties=species:S:1:pos:R:3
O -0.714 0.187 0.566
C -0.254 0.197 -1.805
H 1.484 1.281 -1.833
N 1.202 0.352 -1.558
O 1.396 -1.620 3.575
H 1.273 0.286 -0.544
C -1.072 0.357 -0.565
H -2.929 0.516 -0.169
O -2.322 0.825 -0.852
H 1.096 -0.706 3.572
H -0.455 -0.808 -2.193
H 1.865 -1.735 4.407
H -0.571 0.869 -2.601
```

E_LUMO in Eh: 0.0252
Energy above the lowest of the compared OMol25 structures with the same formula, charge and spin in kcal per mole: 17.9
Maximum force in eV Å⁻¹: 1.4
Gap between HOMO and LUMO in Ha: 0.387
E in Ha: -360.8851
HOMO level in eV: -9.8
Net charge: 0
Structure (SMILES): NCC(=O)O.O

---

Entry 5:
2 unconnected molecules or ions with the total composition C2H7NO3, computed with ωB97M-V with the def2-TZVPD basis set.

The geometry in XYZ format:
```
13
Properties=species:S:1:pos:R:3
O -0.375 -0.993 0.262
H 1.195 1.431 -0.857
O -2.341 0.626 2.752
H 1.231 0.366 -2.178
C 1.133 0.392 -1.083
H -1.755 -0.419 -1.882
N 2.167 -0.363 -0.414
O -1.195 0.258 -1.510
C -0.165 -0.211 -0.629
H -2.101 -0.023 3.435
H 1.960 -1.332 -0.259
H -2.102 0.332 1.848
H 2.350 -0.064 0.514
```

E_LUMO in Eh: 0.0202
Energy above the lowest of the compared OMol25 structures with the same formula, charge and spin in kcal per mole: 27.3
Maximum force in eV Å⁻¹: 3.1
Gap between HOMO and LUMO in Ha: 0.382
E in Ha: -360.8702
HOMO level in eV: -9.9
Net charge: 0
Structure (SMILES): NCC(=O)O.O

---

Entry 6:
2 unconnected molecules or ions with the total composition C2H7NO3, computed with ωB97M-V with the def2-TZVPD basis set.

The geometry in XYZ format:
```
13
Properties=species:S:1:pos:R:3
O 2.467 2.007 -0.124
H 3.375 1.833 -0.297
N -2.692 -2.350 0.554
H -3.141 -1.443 0.392
H -0.793 -3.124 0.754
O 0.764 2.456 -1.477
O -0.728 -1.125 1.308
H -0.614 -1.376 2.237
C 1.653 1.739 -1.163
C -1.269 -2.171 0.518
H 1.881 0.763 -1.612
H -1.020 -1.864 -0.496
H -3.099 -2.579 1.446
```

E_LUMO in Eh: 0.0241
Energy above the lowest of the compared OMol25 structures with the same formula, charge and spin in kcal per mole: 35.5
Maximum force in eV Å⁻¹: 1.6
Gap between HOMO and LUMO in Ha: 0.388
E in Ha: -360.8571
HOMO level in eV: -9.9
Net charge: 0
Structure (SMILES): O=CO.NCO